1.
C5H5NO | ωB97M-V/def2-TZVPD

CARTESIAN COORDINATES (ANGSTROEM)
1 O 1.98 0.62 2.10
2 C 1.57 0.11 1.13
3 C 1.16 -0.54 0.05
4 C -0.25 -1.05 -0.19
5 C -0.84 0.21 -0.86
6 C -1.13 1.27 0.04
7 N -2.24 1.15 -0.51
8 H 1.86 -0.50 -0.78
9 H -0.76 -1.31 0.74
10 H -0.20 -1.96 -0.81
11 H -0.47 0.35 -1.87
12 H -0.69 1.65 0.96

Its SMILES is O=C=CC[C@@H]1C=N1. The calculation puts the calculated total energy at -8799.5496 eV. The energy relative to the best compared isomer or geometry (same formula, charge and spin) comes out at 89.2 kcal per mole. The value obtained for the gap between HOMO and LUMO is 9.53 eV. As for the spin multiplicity: 1.


2.
C5H5NO | ωB97M-V/def2-TZVPD

CARTESIAN COORDINATES (ANGSTROEM)
1 C 2.18 -0.19 0.79
2 C 1.18 0.17 0.23
3 C -0.06 0.64 -0.40
4 O 0.05 0.80 -1.80
5 C -1.22 -0.35 -0.19
6 C -1.36 -0.80 1.20
7 N -1.45 -1.16 2.29
8 H 3.06 -0.52 1.31
9 H -0.34 1.60 0.06
10 H 0.98 0.95 -2.02
11 H -2.15 0.11 -0.53
12 H -1.02 -1.22 -0.83

Its SMILES is C#C[C@@H](O)CC#N. The calculation puts the calculated total energy at -8801.0877 eV. The energy relative to the best compared isomer or geometry (same formula, charge and spin) comes out at 53.8 kcal per mole. The value obtained for the gap between HOMO and LUMO is 11.32 eV. As for the spin multiplicity: 1.


3.
C5H5NO | ωB97M-V/def2-TZVPD

CARTESIAN COORDINATES (ANGSTROEM)
1 N 0.41 -1.85 -1.45
2 C 0.53 -0.69 -1.44
3 C 0.35 0.62 -0.89
4 C 0.93 0.83 0.47
5 C -0.52 0.45 0.49
6 C -1.03 -0.96 0.73
7 O -1.62 -1.43 1.67
8 H 0.16 1.44 -1.58
9 H 1.64 0.09 0.80
10 H 1.18 1.85 0.73
11 H -1.25 1.24 0.63
12 H -0.78 -1.59 -0.17

Its SMILES is N#C[C@@H]1C[C@@H]1C=O. The calculation puts the calculated total energy at -8801.0854 eV. The energy relative to the best compared isomer or geometry (same formula, charge and spin) comes out at 53.8 kcal per mole. The value obtained for the gap between HOMO and LUMO is 10.25 eV. As for the spin multiplicity: 1.


4.
C5H5NO | ωB97M-V/def2-TZVPD

CARTESIAN COORDINATES (ANGSTROEM)
1 C 0.81 -0.29 0.12
2 C -1.05 0.32 -0.04
3 C 1.52 -1.38 0.13
4 C -2.31 -0.25 -0.42
5 C 0.82 1.24 0.19
6 N -0.63 1.50 0.12
7 O -3.01 -0.90 0.29
8 H 2.54 -1.07 0.47
9 H 0.98 -2.27 0.18
10 H -2.37 -0.20 -1.48
11 H 1.43 1.50 1.15
12 H 1.27 1.79 -0.71

The calculation puts the calculated total energy at -8798.4579 eV. The energy relative to the best compared isomer or geometry (same formula, charge and spin) comes out at 114.4 kcal per mole. The value obtained for the gap between HOMO and LUMO is 9.21 eV. As for the spin multiplicity: 1.


energy relative to the best compared isomer or geometry (same formula, charge and spin) of number 4 (C5H5NO)? 114.4 kcal per mole


Number 2 is which compound? C5H5NO


Number 1 is which compound? C5H5NO


Copy entry 3 word for word.
C5H5NO | ωB97M-V/def2-TZVPD

CARTESIAN COORDINATES (ANGSTROEM)
1 N 0.41 -1.85 -1.45
2 C 0.53 -0.69 -1.44
3 C 0.35 0.62 -0.89
4 C 0.93 0.83 0.47
5 C -0.52 0.45 0.49
6 C -1.03 -0.96 0.73
7 O -1.62 -1.43 1.67
8 H 0.16 1.44 -1.58
9 H 1.64 0.09 0.80
10 H 1.18 1.85 0.73
11 H -1.25 1.24 0.63
12 H -0.78 -1.59 -0.17

Its SMILES is N#C[C@@H]1C[C@@H]1C=O. The calculation puts the calculated total energy at -8801.0854 eV. The energy relative to the best compared isomer or geometry (same formula, charge and spin) comes out at 53.8 kcal per mole. The value obtained for the gap between HOMO and LUMO is 10.25 eV. As for the spin multiplicity: 1.